1.
58
Properties=species:S:1:pos:R:3:forces:R:3 method="wB97M-V/def2-TZVPD" smiles="COCCOCC(=O)NC[C@@]1(OC)CCN(C(=O)CCCn2c(O)nnc2O)C1" homo_energy_ev=-8.11 orbital_gap_ev=8.608 multiplicity=1 charge=0
C 3.26347 -6.14572 -4.12756 -0.003 0.006 -0.003
O 2.58135 -5.19917 -3.32975 0.003 -0.001 0.016
C 3.43110 -4.53913 -2.40856 -0.007 -0.009 -0.008
C 2.68899 -3.41374 -1.74136 -0.032 0.037 -0.052
O 1.59474 -3.95072 -1.01083 0.059 -0.014 0.059
C 1.03257 -3.06311 -0.07913 -0.040 -0.061 0.027
C -0.43858 -2.79575 -0.38181 0.018 0.039 -0.035
O -0.79435 -2.26740 -1.41813 -0.001 0.005 -0.005
N -1.29114 -3.12999 0.61939 0.001 -0.001 -0.006
C -2.69909 -2.80256 0.61957 0.005 0.003 0.009
C -3.61424 -3.97037 0.21426 0.002 0.001 -0.003
O -3.18165 -5.19020 0.78863 -0.004 -0.001 -0.002
C -3.31480 -5.27306 2.19134 0.001 0.000 -0.006
C -5.07701 -3.62322 0.51591 -0.004 0.002 0.000
C -5.48466 -2.72592 -0.64629 0.006 -0.001 0.006
N -4.62749 -3.18081 -1.73843 -0.016 -0.007 -0.005
C -4.85480 -2.71390 -2.99216 0.018 0.016 0.012
O -5.73755 -1.89545 -3.20212 0.000 -0.004 -0.002
C -3.95781 -3.21404 -4.10080 -0.014 -0.009 -0.003
C -2.69225 -2.36319 -4.20590 0.007 0.006 0.004
C -1.89184 -2.73834 -5.44728 0.007 -0.003 -0.008
N -0.51700 -2.28285 -5.37030 -0.010 0.010 0.020
C 0.52266 -2.93878 -4.77295 0.006 -0.012 0.004
O 0.32410 -4.17188 -4.32327 0.003 0.004 0.004
N 1.60059 -2.22220 -4.74380 -0.006 0.009 -0.012
N 1.27067 -0.99149 -5.33816 0.002 -0.003 -0.006
C 0.03057 -1.07374 -5.67447 0.002 -0.007 -0.007
O -0.71989 -0.13525 -6.27373 0.000 0.001 0.003
C -3.62645 -4.15089 -1.30768 0.001 -0.006 -0.003
H 2.53423 -6.59243 -4.79929 -0.001 0.000 0.001
H 4.05013 -5.66373 -4.71591 -0.001 0.001 0.000
H 3.70719 -6.92792 -3.50416 0.001 -0.001 0.000
H 3.78531 -5.26244 -1.66455 0.005 0.001 0.002
H 4.29567 -4.11936 -2.93623 0.000 0.001 0.003
H 3.38914 -2.90827 -1.06455 -0.001 -0.003 0.003
H 2.33941 -2.69788 -2.49102 0.001 0.001 0.010
H 1.15286 -3.47947 0.92726 0.001 -0.002 0.000
H 1.52628 -2.08683 -0.10212 0.001 0.000 0.003
H -0.93576 -3.70064 1.36634 0.002 0.007 0.003
H -2.96994 -2.44567 1.61607 -0.002 -0.002 -0.001
H -2.84612 -1.97750 -0.07829 -0.001 0.001 0.000
H -2.92938 -6.24651 2.48543 0.001 0.000 0.000
H -2.74099 -4.49824 2.71400 -0.001 0.001 0.002
H -4.35887 -5.19783 2.50790 -0.001 0.001 0.001
H -5.65324 -4.55112 0.50425 0.000 0.000 0.000
H -5.21924 -3.14023 1.48268 0.001 0.000 0.000
H -6.53478 -2.82263 -0.91853 -0.001 0.001 0.000
H -5.30520 -1.66751 -0.43930 -0.002 0.001 -0.001
H -3.68598 -4.26204 -3.95035 0.002 0.000 -0.003
H -4.54259 -3.14142 -5.01858 0.001 0.002 0.002
H -2.95940 -1.30477 -4.24403 -0.006 -0.002 -0.005
H -2.06397 -2.50262 -3.32494 0.000 -0.002 -0.003
H -1.85246 -3.82257 -5.55792 -0.001 -0.001 -0.003
H -2.33996 -2.32377 -6.35035 0.002 0.003 0.001
H 1.15507 -4.50047 -3.90422 -0.006 -0.005 -0.016
H -0.15049 0.63469 -6.39953 0.000 0.001 -0.001
H -2.64999 -3.95152 -1.74805 -0.001 -0.002 0.003
H -3.92209 -5.17970 -1.53413 0.001 0.000 0.000

2.
98
Properties=species:S:1:pos:R:3:forces:R:3 method="wB97M-V/def2-TZVPD" homo_energy_ev=-4.10 orbital_gap_ev=5.289 multiplicity=1 charge=-1
Tl 1.48793 -3.40548 0.38568 0.469 0.410 0.083
N 3.52586 -1.28918 3.80414 -0.183 0.077 -0.039
C 3.00910 -1.53235 2.52927 0.208 0.180 0.266
S 1.29132 -1.88721 2.50107 -0.183 -0.273 -0.104
N 3.82064 -1.39251 1.54180 -0.287 -0.140 -0.136
N 3.21589 -1.68963 0.32746 0.130 0.192 -0.013
C 3.77333 -1.20850 -0.71505 -0.109 -0.048 -0.069
C 3.29736 -1.44579 -2.06940 0.084 0.099 0.249
C 4.18033 -1.11952 -3.10496 0.047 0.007 -0.071
C 3.86992 -1.32927 -4.43104 -0.090 -0.033 0.064
C 2.61910 -1.87926 -4.73165 0.039 0.033 -0.013
C 1.71908 -2.18634 -3.73752 0.021 -0.011 0.009
C 2.00868 -1.96687 -2.36853 -0.042 -0.080 -0.041
O 1.08914 -2.21478 -1.47849 -0.241 0.123 0.033
H 3.01776 -1.77447 4.52784 0.067 -0.054 -0.012
H 4.52653 -1.41947 3.84678 0.027 0.017 -0.019
H 4.66470 -0.59342 -0.58508 0.009 -0.001 -0.029
H 5.14301 -0.69701 -2.83522 0.005 -0.006 -0.003
H 4.57744 -1.08968 -5.21313 -0.004 0.026 -0.010
H 2.34943 -2.06804 -5.76505 0.002 -0.017 -0.005
H 0.75620 -2.62070 -3.97197 0.038 -0.007 -0.002
C -6.47704 -1.08645 0.30853 0.048 -0.004 -0.021
C -5.69208 -0.30867 -0.53467 -0.019 -0.008 0.017
C -4.35184 -0.61181 -0.71049 -0.040 0.014 0.022
C -3.76365 -1.68694 -0.04403 0.114 0.014 -0.034
C -4.55527 -2.46028 0.79445 -0.061 0.018 0.031
C -5.90493 -2.16388 0.96570 0.042 -0.004 0.011
As -1.83810 -1.99010 -0.41216 -0.389 0.105 -0.206
C -2.18212 -2.30448 -2.31544 0.075 -0.057 0.089
C -1.53277 -1.47353 -3.21860 0.008 0.014 -0.038
C -1.79251 -1.57573 -4.58153 -0.008 0.004 0.035
C -2.69559 -2.51817 -5.04608 -0.027 -0.009 0.034
C -3.36138 -3.34338 -4.14474 0.018 0.036 -0.004
C -3.11374 -3.22804 -2.78583 -0.040 0.068 -0.035
C -1.72028 -3.78902 0.33041 0.083 0.087 -0.014
C -1.60794 -4.96315 -0.40453 -0.021 -0.024 0.000
C -1.46104 -6.18012 0.24611 -0.033 -0.004 -0.011
C -1.42712 -6.23430 1.63064 -0.030 -0.002 0.018
C -1.51901 -5.06486 2.37291 -0.007 -0.008 -0.013
C -1.65202 -3.84559 1.72563 0.031 -0.070 -0.005
H -7.52592 -0.85578 0.44550 -0.012 0.000 0.001
H -6.12492 0.53363 -1.06053 -0.010 -0.003 -0.004
H -3.76073 -0.01064 -1.39342 -0.021 -0.012 0.009
H -4.13368 -3.30906 1.31809 0.018 -0.004 -0.020
H -6.50854 -2.78744 1.61419 -0.004 0.010 0.017
H -0.80598 -0.75293 -2.85836 0.023 -0.051 -0.008
H -1.27254 -0.92693 -5.27509 0.005 0.006 -0.007
H -2.88872 -2.60805 -6.10780 -0.007 -0.001 -0.011
H -4.08289 -4.06799 -4.50154 0.002 -0.012 -0.009
H -3.66716 -3.84274 -2.08533 0.024 -0.024 0.010
H -1.59429 -4.93161 -1.48591 0.007 0.010 0.000
H -1.34370 -7.08499 -0.33505 0.025 0.002 0.005
H -1.30253 -7.18556 2.13157 0.033 0.001 -0.002
H -1.46654 -5.09781 3.45381 0.014 -0.001 0.006
H -1.69892 -2.92876 2.30649 -0.002 0.009 -0.008
C 0.64973 0.77309 4.60228 0.065 -0.039 0.018
O -0.51998 0.69069 3.79809 0.029 -0.047 0.039
C -0.55630 0.68365 2.44788 0.171 0.484 -0.355
O -1.56567 0.29033 1.92870 0.034 -0.030 0.192
C 0.63708 1.16486 1.62768 -0.502 -0.413 -0.017
C 1.64539 1.88823 2.14213 0.380 0.271 -0.176
As 1.18872 3.69995 2.74839 0.012 0.079 -0.186
C -0.71452 3.66202 3.21144 -0.058 -0.053 0.026
C 0.86134 4.13449 0.79514 -0.076 0.112 0.184
C 0.82125 3.29115 -0.23819 -0.083 -0.099 -0.281
As 0.48371 1.26325 -0.36080 0.127 0.023 0.058
C -1.44951 1.69305 -0.44992 -0.017 -0.027 0.004
C 0.85541 3.80483 -1.65070 -0.016 -0.188 0.269
O 0.29532 3.25784 -2.56809 -0.044 0.120 -0.025
O 1.65922 4.86759 -1.80363 -0.035 -0.009 -0.101
C 1.68128 5.40471 -3.12944 0.066 0.002 0.023
C 0.62570 5.60208 0.58671 0.088 -0.365 -0.002
O -0.25281 6.06730 -0.09241 -0.008 0.076 0.033
O 1.45192 6.34583 1.34454 -0.035 0.104 0.047
C 1.24634 7.75816 1.27443 0.073 0.017 -0.001
C 2.96260 1.95510 1.38364 -0.298 0.131 0.336
O 3.10536 1.70545 0.21875 0.131 -0.076 -0.057
O 4.03470 2.36770 2.09146 0.053 -0.076 -0.039
C 4.07675 2.30153 3.51918 0.031 0.034 -0.094
H 0.42957 0.18638 5.49227 0.002 0.004 0.039
H 0.84350 1.80835 4.89350 0.021 -0.008 0.018
H 1.52249 0.35794 4.10463 -0.044 -0.013 0.024
H -0.84626 3.43902 4.26830 -0.005 -0.007 -0.005
H -1.29890 2.96815 2.61420 -0.024 0.049 -0.030
H -1.06863 4.67540 3.01457 0.003 0.012 0.034
H -1.74526 2.44205 0.28181 -0.021 -0.007 0.004
H -2.04015 0.79583 -0.30280 0.085 0.074 -0.029
H -1.58413 2.09068 -1.45616 0.007 0.012 0.018
H 2.18418 6.36425 -3.04939 0.021 -0.009 -0.008
H 0.66955 5.53145 -3.50845 -0.016 0.015 0.021
H 2.23091 4.73981 -3.79425 -0.010 -0.009 -0.009
H 1.69185 8.17074 2.17491 0.025 0.013 -0.002
H 0.18685 7.99569 1.22144 -0.022 -0.020 0.021
H 1.74606 8.15816 0.39286 -0.018 0.014 -0.021
H 5.08886 1.99497 3.77301 0.017 0.016 0.010
H 3.38235 1.56519 3.90933 -0.052 -0.084 0.024
H 3.86986 3.28541 3.94114 -0.007 -0.019 0.013
Te 2.39700 -5.74767 -0.19797 0.101 -0.656 -0.015

3.
140
Properties=species:S:1:pos:R:3:forces:R:3 method="wB97M-V/def2-TZVPD" homo_energy_ev="-13.30 / -13.30" orbital_gap_ev="9.479 / 6.876" s_squared=30.0120 multiplicity=11 charge=+2
Fe -2.08644 -1.47172 2.60159 -0.334 1.006 0.278
Fe 1.78047 -0.75678 -0.17801 1.543 -0.052 -0.736
S 0.92994 -2.47493 2.52991 4.335 -2.393 0.697
O 1.96857 -2.56661 3.57071 -2.427 0.999 -1.037
O -0.43608 -2.11079 2.99365 -0.122 0.995 2.027
O 1.36640 -1.52111 1.48347 -0.146 0.903 1.266
O 0.70699 -3.70731 1.84468 -0.457 -2.156 -1.047
S -0.74222 0.00709 -0.06619 1.390 1.538 -1.819
O -0.03733 -1.04398 -0.75802 -1.938 -5.825 -3.141
O -1.45639 -0.49895 1.11079 -0.427 0.730 -0.873
O 0.54177 0.62571 0.29146 0.285 5.051 3.282
O -1.46086 0.81840 -1.00578 -0.911 -0.135 1.197
C -0.88705 2.08064 4.92930 1.577 1.635 1.176
C -1.92183 1.56357 4.03968 -0.223 0.685 -0.937
C -1.85496 2.40065 2.74210 -1.581 -1.564 -0.462
O -2.89846 1.97177 1.80955 1.153 1.091 0.330
C -2.92816 2.83102 0.64569 -1.223 0.199 0.634
N -1.50746 0.15458 3.95753 -0.989 -0.999 0.089
H 0.06540 1.83528 4.45946 0.348 0.149 0.146
H -0.91973 1.56725 5.89027 0.058 0.367 0.205
H -0.86186 3.16532 5.03386 -0.266 -0.030 0.402
H -2.88884 1.65466 4.53434 -0.256 -0.095 -0.432
H -0.90288 2.27762 2.22586 0.320 0.028 0.153
H -2.00503 3.44114 3.03015 -0.037 0.106 -0.129
H -3.68884 2.41482 -0.01479 0.566 -0.273 -0.363
H -1.95343 3.00268 0.18902 -0.054 -0.410 -0.043
H -3.36653 3.79363 0.90895 0.251 0.287 0.347
H -0.55230 0.15744 4.28580 0.946 -0.289 -1.219
H -1.82391 -0.26459 4.82022 -1.041 -0.312 0.352
C 2.68690 1.53209 2.67330 1.147 2.304 -0.578
C 3.21395 1.49637 1.20315 -1.213 1.658 0.551
C 4.52971 2.33927 0.95478 -0.947 -0.498 0.272
O 4.87320 2.28088 -0.43784 -1.177 -0.890 0.821
C 6.02533 3.02795 -0.72338 0.468 0.228 0.787
N 3.39664 0.13839 0.72042 1.423 0.887 0.543
H 3.48081 1.33946 3.39490 -0.155 -0.649 0.096
H 1.69755 1.20269 2.99079 0.301 -0.976 -0.730
H 2.55980 2.60985 2.77521 -0.013 0.408 0.371
H 2.43387 1.97549 0.61152 0.063 -0.019 -0.205
H 5.31640 1.95631 1.60482 0.468 -0.351 -0.149
H 4.39306 3.36612 1.29391 -0.295 0.245 -0.208
H 5.84161 4.05729 -0.41547 0.204 0.295 -0.297
H 6.31743 2.96225 -1.77145 -0.386 -0.066 0.065
H 6.83337 2.64273 -0.10145 0.390 0.063 -0.087
H 4.16726 0.31867 0.09292 0.317 -1.036 -0.907
H 3.81879 -0.26179 1.54609 0.075 -1.199 -0.022
C 3.02051 -4.75753 -0.13677 1.970 0.272 1.666
C 3.43885 -3.20845 -0.20307 -0.265 -3.894 1.054
C 4.66160 -2.90405 -1.01096 0.150 -0.377 0.185
O 4.77525 -1.52874 -1.18759 1.333 0.551 0.820
C 6.01551 -1.29982 -1.88425 -1.320 1.942 -0.586
N 2.28870 -2.66824 -0.82835 -1.510 1.042 -1.085
H 2.00165 -4.85259 0.23868 -0.272 0.143 -0.883
H 3.48843 -5.19469 0.74530 0.652 -0.155 -0.056
H 3.34664 -5.38314 -0.96765 -0.499 0.245 -0.283
H 3.51976 -2.95668 0.85436 0.133 0.695 -0.161
H 4.67456 -3.28506 -2.03211 -0.460 -0.964 -0.096
H 5.53360 -3.31181 -0.49964 0.145 -0.111 0.096
H 6.90285 -1.82005 -1.52355 -0.369 -0.376 -0.010
H 6.17742 -0.22388 -1.81914 0.245 0.042 0.287
H 5.73317 -1.40763 -2.93152 0.794 -0.693 -0.280
H 1.46235 -3.09964 -0.43960 -0.337 -0.149 0.715
H 2.31869 -3.17117 -1.70371 -0.295 0.771 -1.055
C 0.80998 -0.70129 -3.83991 1.376 -0.348 -0.308
C 2.29230 -0.52468 -3.22709 -3.274 -1.226 -2.285
C 2.99722 0.34822 -4.27475 0.977 0.374 1.686
O 4.24056 0.72754 -3.63501 0.201 0.273 -1.370
C 5.30010 1.17366 -4.52019 0.095 -0.433 1.360
N 2.29738 0.15836 -1.92377 0.972 -0.142 -2.146
H 0.16183 -1.39860 -3.30909 0.104 0.253 0.141
H 0.94024 -1.06836 -4.85795 0.206 -0.653 -0.008
H 0.29399 0.22251 -4.10156 0.036 0.363 0.958
H 2.74606 -1.51164 -3.13702 0.167 0.147 -0.085
H 2.40615 1.26247 -4.32836 -0.129 0.038 -0.690
H 3.16069 -0.13956 -5.23571 -0.109 -0.024 0.065
H 6.08356 1.48285 -3.82832 0.158 -0.092 -0.086
H 5.10879 2.05125 -5.13773 -0.638 -0.217 -0.144
H 5.66513 0.31102 -5.07760 -0.048 0.190 -0.358
H 3.20217 0.53541 -2.16725 1.484 0.577 1.970
H 1.76901 0.97852 -2.18498 -1.364 1.171 0.639
C -6.33403 -0.32898 3.05913 0.317 -0.299 -1.112
C -4.82696 -0.67065 3.32160 -1.861 1.379 0.925
C -4.63562 -1.99247 3.99826 -0.389 0.610 0.104
O -3.18978 -2.18333 4.15401 -3.117 0.444 -0.058
C -2.85208 -3.16476 5.09294 2.926 0.179 0.496
N -3.95435 -0.58891 2.17475 -0.866 0.456 -1.311
H -6.77766 -1.02098 2.34328 -0.012 -0.467 0.292
H -6.45755 0.60638 2.51328 0.519 0.360 0.194
H -6.99196 -0.23134 3.92267 0.419 -0.322 0.236
H -4.53576 0.14239 3.98662 0.461 -0.163 0.325
H -5.14256 -2.76025 3.41377 0.602 -0.454 -0.122
H -5.15043 -1.92917 4.95695 0.449 -0.271 0.315
H -3.10069 -4.19777 4.84965 -0.685 0.264 0.107
H -2.99877 -2.79243 6.10681 -0.855 -0.481 0.014
H -1.77032 -3.08199 4.98781 0.390 -0.796 0.394
H -4.48580 -0.77557 1.33641 -0.320 -1.951 -0.438
H -3.89872 0.36958 1.86119 1.255 1.334 0.984
C -1.93836 -4.03523 -0.41829 -0.315 -0.282 -1.997
C -2.93473 -3.10040 0.34670 0.423 -1.585 -2.333
C -4.38482 -3.68159 0.06782 0.683 0.387 1.705
O -5.35820 -3.03441 0.89314 0.009 0.408 -0.978
C -6.68534 -3.20744 0.41508 -1.083 0.781 0.129
N -2.54523 -3.27866 1.77650 -1.306 -1.253 -1.619
H -2.36418 -5.00341 -0.68174 -0.529 -0.215 0.569
H -0.96279 -4.30203 -0.01185 -0.109 0.630 0.806
H -1.68671 -3.72651 -1.43293 -0.125 0.773 -0.022
H -2.84422 -2.07181 -0.00245 -0.091 -0.109 0.163
H -4.42104 -4.68932 0.48164 0.524 -0.664 -0.625
H -4.65164 -3.69386 -0.98895 0.131 0.232 -0.026
H -7.29329 -2.54556 1.03186 -0.094 -0.158 0.006
H -7.15321 -4.19129 0.45032 0.680 -0.484 0.498
H -6.86580 -2.89014 -0.61199 0.630 0.287 -0.225
H -3.24220 -4.00201 1.88181 -0.617 0.015 2.006
H -1.74541 -3.89045 1.69831 1.105 0.365 0.526
C 2.81937 4.05089 -2.30426 -0.551 0.300 -1.411
C 1.39711 3.68077 -1.84343 0.194 0.090 2.139
C 0.39417 4.84325 -1.76176 1.628 1.485 -1.404
O 0.17162 5.30502 -3.09441 -1.149 -0.303 -0.091
C -0.81269 6.34731 -3.18934 1.179 0.562 -0.175
N 0.83989 2.57714 -2.55721 0.197 -0.518 -1.278
H 3.49846 3.23802 -2.56146 -0.360 -0.658 0.711
H 3.34820 4.70795 -1.61382 -0.263 0.116 -0.077
H 2.72600 4.50135 -3.29242 0.015 0.764 0.040
H 1.56019 3.34184 -0.82037 -0.325 -0.027 0.456
H 0.96611 5.64594 -1.29630 -0.347 0.304 0.795
H -0.58407 4.71308 -1.29893 0.179 -0.664 0.454
H -0.86759 6.61651 -4.24415 -0.193 -0.188 0.087
H -0.44187 7.22947 -2.66742 0.171 0.205 0.109
H -1.80822 6.18839 -2.77493 -0.025 -0.863 -0.027
H 0.87625 2.89825 -3.51411 -0.223 -0.262 -0.646
H -0.14902 2.51116 -2.36282 -0.268 -0.221 0.213
C -3.36071 -0.60622 -3.37899 -0.738 -0.647 -2.167
C -3.44087 0.89973 -3.64351 0.636 -0.375 0.035
O -3.62644 1.50482 -2.40228 -0.679 1.011 0.439
H -4.40425 -0.91850 -3.33868 -0.006 -0.312 0.599
H -2.77229 -1.05751 -2.58012 0.020 0.872 0.420
H -3.00349 -1.13605 -4.26205 0.147 0.030 -0.328
H -4.24135 1.17109 -4.33177 -0.521 -0.392 0.369
H -2.60294 1.35624 -4.17034 0.765 -0.335 0.146
H -2.90071 1.16943 -1.87085 0.047 0.202 0.330

4.
11
Properties=species:S:1:pos:R:3:forces:R:3 method="wB97M-V/def2-TZVPD" homo_energy_ev=-10.43 orbital_gap_ev=11.329 multiplicity=1 charge=0
O 0.18730 1.58852 1.03843 0.106 -0.539 0.500
C 0.52304 0.65314 0.06663 -0.053 0.015 -0.288
C 0.98411 -0.86778 0.16432 0.362 -0.016 0.199
O -0.02476 -1.20049 -0.83193 -0.144 -0.169 0.146
C -0.65413 -0.00997 -0.59052 -0.469 0.199 0.108
N -1.87921 0.26885 -0.53841 0.462 -0.114 -0.313
H -0.76682 1.51791 1.21972 0.337 -0.116 -0.128
H 1.28546 1.10800 -0.56617 -0.391 0.119 -0.370
H 1.96800 -1.10225 -0.25165 -0.050 0.210 0.277
H 0.81359 -1.41230 1.09797 -0.133 0.254 -0.092
H -2.43659 -0.54361 -0.80838 -0.027 0.157 -0.037